Below is a single C5H10O molecule, with properties calculated with ωB97M-V with the def2-TZVPD basis set.

The geometry in XYZ format:
```
16
Properties=species:S:1:pos:R:3:forces:R:3:lowdin_charge:R:1
O 1.7363 1.0552 -0.1011 0.239 0.120 0.105 -0.020
C -0.8629 0.9231 -1.1960 -0.005 0.029 -0.063 -0.071
C 0.8198 0.2680 0.6226 -0.200 -0.135 0.197 -0.364
C 0.7053 -1.2308 0.2783 0.155 -0.086 -0.054 -0.121
C -0.6667 0.4478 0.2374 -0.085 0.107 0.001 -0.315
C -0.8286 -1.0826 0.4098 -0.129 -0.098 0.029 -0.142
H -1.1816 -1.3510 1.4107 0.037 0.027 -0.162 0.105
H 2.4658 1.3026 0.4764 -0.084 -0.046 -0.130 0.092
H 1.2194 -1.9459 0.9286 -0.095 0.113 -0.097 0.101
H -0.2793 0.3264 -1.9073 -0.101 0.075 0.136 0.083
H -1.9208 0.8500 -1.4747 0.163 0.013 0.035 0.079
H 0.9517 0.3998 1.7057 -0.006 0.029 -0.172 0.149
H -1.2587 1.0728 0.9166 0.115 -0.094 -0.082 0.131
H 1.0154 -1.4073 -0.7564 -0.064 0.048 0.135 0.111
H -1.4503 -1.5891 -0.3354 0.110 0.055 0.125 0.105
H -0.5449 1.9648 -1.3056 -0.053 -0.157 -0.003 0.078
```
Positions in Å, forces in eV/Å.

LUMO energy: 0.899 eV
SMILES: C[C@H]1CC[C@H]1O
Gap between HOMO and LUMO: 10.764 eV
Largest force on an atom: 0.31 eV/A
Net charge: 0
E: -7393.8723 eV
HOMO level: -9.86 eV
ΔE to the lowest compared entry with this formula, charge and spin: 0.8931 eV